Entry one
Computed, not measured: a 2-piece molecular cluster, C5H13NS2 overall, with ωB97M-V/def2-TZVPD.

## Properties
E_HOMO = -7.884 eV
Kohn-Sham gap = 4.2 eV

Element x y z (Å)
N  0.984  0.987  -1.717
C  1.843  0.371  -0.704
C  2.914  1.308  0.046
C  1.086  -0.431  0.345
S  2.116  -1.401  1.425
S  -1.588  0.617  -0.535
C  -2.235  -0.591  0.664
C  -3.710  -0.903  0.518
H  0.784  0.418  -2.419
H  0.043  1.282  -1.315
H  2.522  -0.423  -1.256
H  3.524  1.876  -0.646
H  2.629  2.142  0.794
H  3.628  0.656  0.571
H  0.806  -1.421  -0.071
H  0.423  0.189  0.915
H  -2.006  -0.442  1.742
H  -1.647  -1.518  0.296
H  -4.252  0.078  0.635
H  -3.803  -1.095  -0.561
H  -4.059  -1.698  1.272

Entry two
Computed, not measured: C5H13NS2 in the gas phase, with ωB97M-V/def2-TZVPD.

## Properties
E_HOMO = -9.014 eV
Kohn-Sham gap = 9.6 eV

Element x y z (Å)
S  2.814  -1.831  -0.762
S  1.765  -0.147  -1.184
C  0.637  0.196  0.227
C  -0.919  0.324  -0.153
C  -1.470  -1.005  -0.635
N  -1.478  0.770  1.166
C  -2.913  1.159  1.217
C  -2.918  2.527  1.834
H  3.897  -1.194  -0.206
H  0.827  1.264  0.642
H  0.687  -0.526  1.084
H  -1.195  1.108  -0.890
H  -0.807  -1.846  -0.512
H  -1.470  -1.082  -1.703
H  -2.448  -1.244  -0.133
H  -1.476  0.048  1.876
H  -3.506  0.442  1.669
H  -3.318  1.237  0.143
H  -2.846  3.505  1.194
H  -3.758  2.735  2.504
H  -2.002  2.611  2.361

Stability ranking, top and bottom: entry two is the most stable and entry one is the least stable.

Entry one
Computed, not measured: an isolated ion of composition C6H11N4O and charge +1, with ωB97M-V/def2-TZVPD.

## Properties
E_HOMO = -13.919 eV
charge = +1
Kohn-Sham gap = 9.9 eV

Element x y z (Å)
C  3.019  0.809  0.364
C  1.817  0.700  1.090
C  -1.999  0.659  -1.178
C  -1.725  1.374  0.187
C  -0.509  -0.450  0.275
C  -0.456  -1.978  0.876
N  2.949  0.137  -0.796
N  1.695  -0.304  -0.856
N  0.976  0.052  0.244
N  -0.954  -0.330  -1.093
O  -1.247  0.360  1.044
H  3.878  1.350  0.617
H  1.615  1.022  2.148
H  -2.986  0.324  -1.341
H  -1.837  1.392  -2.046
H  -0.890  2.169  0.129
H  -2.551  1.822  0.556
H  -1.398  -2.148  1.514
H  0.438  -2.274  1.576
H  -0.364  -2.751  -0.012
H  -1.042  -1.259  -1.471
H  1.567  -0.677  -1.827

Entry two
Computed, not measured: an isolated ion of composition C6H11N4O and charge +1, with ωB97M-V/def2-TZVPD.

## Properties
E_HOMO = -12.132 eV
charge = +1
Kohn-Sham gap = 8.7 eV

Element x y z (Å)
C  -2.978  -0.691  0.047
C  -0.761  -1.547  -0.158
C  1.661  -1.567  -0.451
C  -1.723  1.273  0.404
C  1.924  -0.139  -0.205
C  -0.495  0.752  -0.297
N  -2.917  0.507  0.234
N  0.329  -2.146  -0.204
N  -2.065  -1.684  -0.064
N  0.796  0.669  0.458
O  -0.193  1.385  -1.495
H  -3.991  -1.191  0.133
H  1.933  -1.751  -1.564
H  2.330  -2.249  0.196
H  -1.611  1.183  1.458
H  -1.780  2.258  0.034
H  2.715  -0.014  0.581
H  2.211  0.407  -1.125
H  -2.370  -2.603  -0.046
H  0.586  0.385  1.506
H  1.313  1.574  0.577
H  -0.882  2.019  -1.682

Stability ranking, top and bottom: entry one is the most stable and entry two is the least stable.

Entry one
Computed, not measured: C4H8AgAlF5N as an isolated structure, with ωB97M-V/def2-TZVPD.

## Properties
E_HOMO (alpha / beta) = -13.765 / -13.714 eV
multiplicity = 2
charge = +1
Kohn-Sham gap (alpha / beta) = 8.4 / 7.1 eV

Element x y z (Å)
C  -1.203  -2.334  1.381
N  0.229  -2.261  1.046
C  0.584  -1.378  0.039
Al  0.699  0.632  0.668
C  0.991  1.713  -1.027
F  1.569  2.921  -0.794
F  1.836  0.986  -1.816
C  -0.281  1.970  -1.860
F  -1.181  0.987  -1.615
F  -0.845  3.138  -1.485
F  -0.055  2.010  -3.182
H  -1.309  -2.572  2.430
H  -1.684  -3.109  0.800
H  -1.673  -1.381  1.197
H  0.538  -3.197  0.791
H  1.537  -1.611  -0.414
H  -0.175  -1.317  -0.750
H  1.961  0.764  1.607
H  -0.704  1.081  1.433
Ag  -0.835  2.960  1.552

Entry two
Computed, not measured: C4H8AgAlF5N as an isolated structure, with ωB97M-V/def2-TZVPD.

## Properties
E_HOMO (alpha / beta) = -13.553 / -13.899 eV
multiplicity = 2
charge = +1
Kohn-Sham gap (alpha / beta) = 8.4 / 7.7 eV

Element x y z (Å)
C  -2.898  0.619  0.335
N  -2.202  0.662  -0.943
C  -0.836  0.810  -0.970
Al  0.233  -0.981  -0.569
C  2.168  -0.437  -0.355
F  3.008  -1.506  -0.552
F  2.473  0.499  -1.301
C  2.517  0.175  1.011
F  1.397  0.784  1.491
F  2.806  -0.818  1.890
F  3.495  1.053  1.018
H  -3.725  -0.092  0.283
H  -3.301  1.612  0.561
H  -2.207  0.308  1.121
H  -2.698  1.253  -1.608
H  -0.458  1.124  -1.943
H  -0.425  1.418  -0.146
H  0.009  -1.961  -1.770
H  -0.291  -1.659  0.912
Ag  0.934  -2.862  1.535

Stability ranking, top and bottom: entry two is the most stable and entry one is the least stable.